(1)
C6H10FN | ωB97M-V with the def2-TZVPD basis set

Computed properties:
SMILES: C=C[C@@]1(CF)CN1C
Largest force on an atom in hartree/bohr: 0.0749
HOMO energy in eV: -9.07
Frontier orbital gap in eV: 10.06
Electronic energy in eV: -10587.8833

Last column: Mulliken charge in e.
Element x y z (Å)
C 2.617 -0.021 -0.249  -0.81
C 1.619 -0.887 0.105  -0.75
C 0.119 -0.416 0.222  1.44
C -0.795 -1.397 -0.360  -0.77
F -2.014 -1.504 0.249  -0.30
C -0.310 0.492 1.343  -0.56
N -0.202 1.008 0.035  -0.23
C -1.465 1.444 -0.547  -0.68
H 2.546 1.007 -0.453  0.31
H 3.685 -0.274 -0.240  0.26
H 1.946 -1.889 0.328  0.30
H -1.028 -1.250 -1.515  0.20
H -0.253 -2.351 -0.392  0.41
H 0.403 1.007 2.105  0.21
H -1.301 0.306 1.728  0.29
H -2.545 1.075 -0.079  0.22
H -1.401 2.674 -0.561  0.26
H -1.621 0.977 -1.719  0.20

(2)
C6H10FN2 | ωB97M-V with the def2-TZVPD basis set

Computed properties:
SMILES: CC1=[NH+]C=C(F)CN1C
Total charge: +1
Largest force on an atom in hartree/bohr: 0.0757
HOMO energy in eV: -13.04
Frontier orbital gap in eV: 9.24
Electronic energy in eV: -12074.0116

Last column: Mulliken charge in e.
Element x y z (Å)
C 1.843 -1.278 0.336  -1.30
C 0.399 -0.696 0.087  0.72
N -0.521 -1.569 -0.249  -0.11
C -1.850 -1.243 -0.373  -0.43
C -2.205 0.071 -0.235  0.10
F -3.513 0.380 -0.178  -0.24
C -1.178 1.174 -0.166  -0.29
N 0.202 0.623 -0.011  -0.06
C 1.225 1.667 0.040  -0.98
H 2.390 -0.663 -0.344  0.35
H 1.966 -2.321 0.100  0.37
H 2.220 -1.004 1.245  0.40
H -0.282 -2.500 -0.005  0.28
H -2.532 -2.067 -0.508  0.44
H -1.123 1.930 -0.992  0.39
H -1.401 1.538 0.920  0.29
H 2.157 1.500 -0.476  0.41
H 0.699 2.475 -0.300  0.34
H 1.506 1.984 1.109  0.34

(3)
C6H10FNO2 | ωB97M-V with the def2-TZVPD basis set

Computed properties:
Largest force on an atom in hartree/bohr: 0.0992
HOMO energy (alpha / beta) in eV: -6.34 / -6.18
Frontier orbital gap (alpha / beta) in eV: 7.20 / 6.98
Electronic energy in eV: -14681.8702

Last column: Mulliken charge in e.
Element x y z (Å)
C -1.505 -0.134 0.751  -0.44
C -0.355 0.371 0.391  0.67
C 1.069 -0.077 0.588  0.27
C -3.127 -0.101 -1.050  -1.06
C -2.795 0.409 0.343  -0.62
C 3.378 -0.165 -0.020  -0.13
N 4.383 0.393 -0.786  -0.39
O 1.350 -1.064 1.613  -0.50
O 2.112 0.294 -0.131  -0.32
F -0.423 1.354 -0.524  -0.31
H -1.657 -0.991 1.422  0.19
H -4.135 0.049 -1.166  0.37
H -2.956 -1.223 -1.160  0.26
H -2.589 0.407 -1.780  0.35
H -3.478 0.219 1.125  0.43
H -2.679 1.529 0.234  0.20
H 3.707 -0.792 0.826  0.34
H 4.009 0.985 -1.447  0.21
H 0.532 -1.350 1.875  0.26
H 5.159 -0.111 -1.104  0.22

(4)
C6H10FO4S | ωB97M-V with the def2-TZVPD basis set

Computed properties:
SMILES: CC(C)=CO[C@](C)(F)S(=O)(=O)[O-]
Total charge: -1
Largest force on an atom in hartree/bohr: 0.0941
HOMO energy in eV: -4.93
Frontier orbital gap in eV: 8.62
Electronic energy in eV: -28127.3904

Last column: Mulliken charge in e.
Element x y z (Å)
C -2.776 -1.478 -0.152  -1.18
C -1.739 -0.314 0.060  1.03
C -1.609 0.157 1.518  -1.41
C -0.806 0.061 -0.804  -0.48
O 0.094 1.090 -0.443  -0.40
C 1.427 0.822 -0.700  0.93
C 2.356 1.909 -0.248  -1.56
F 1.625 0.691 -2.057  -0.36
S 1.910 -0.857 -0.056  1.15
O 1.036 -1.787 -0.733  -0.63
O 1.605 -0.611 1.359  -0.71
O 3.304 -1.044 -0.369  -0.70
H -2.555 -2.412 0.479  0.27
H -3.895 -1.215 -0.139  0.28
H -2.497 -1.783 -1.146  0.37
H -1.194 1.204 1.446  0.23
H -2.420 0.028 2.139  0.48
H -0.892 -0.375 1.976  0.34
H -0.640 -0.447 -1.814  0.20
H 3.234 1.631 -0.710  0.41
H 2.011 2.907 -0.453  0.39
H 2.424 1.822 0.847  0.34

(5)
C6H10IN2O | ωB97M-V with the def2-TZVPD basis set

Computed properties:
Total charge: +1
Largest force on an atom in hartree/bohr: 0.0703
HOMO energy (alpha / beta) in eV: -11.09 / -11.30
Frontier orbital gap (alpha / beta) in eV: 6.99 / 7.35
Electronic energy in eV: -19502.6825

Last column: Mulliken charge in e.
Element x y z (Å)
C 0.515 0.743 0.506  0.30
C -2.838 1.128 -0.438  0.29
C -0.516 -0.984 -0.872  -0.05
C 0.432 -0.806 0.345  0.35
C -0.470 0.309 -1.479  -0.72
C 1.823 -1.386 0.366  -1.46
N 0.081 1.250 -0.609  0.09
N 1.139 1.324 1.517  -0.36
O -2.676 2.258 -0.215  -0.33
I -3.775 -0.585 0.070  0.20
H -0.297 -1.816 -1.557  0.41
H -1.715 -1.418 -0.657  -0.28
H -0.160 -1.152 1.194  0.31
H -0.583 0.552 -2.509  0.40
H 1.800 -2.438 0.286  0.43
H 2.390 -1.155 1.270  0.36
H 2.387 -1.140 -0.528  0.35
H -0.043 2.242 -0.713  0.26
H 1.536 0.793 2.239  0.20
H 0.972 2.280 1.786  0.26

(6)
C6H10IN3 | ωB97M-V with the def2-TZVPD basis set

Computed properties:
SMILES: CC(C)[C@H](I)c1nnc[nH]1
Largest force on an atom in hartree/bohr: 0.0795
HOMO energy in eV: -9.15
Frontier orbital gap in eV: 9.26
Electronic energy in eV: -18954.0042

Last column: Mulliken charge in e.
Element x y z (Å)
C -0.391 2.637 -0.169  -1.33
C -0.308 1.185 -0.614  0.63
C -1.662 0.518 -0.342  -1.75
C 0.731 0.327 0.243  -0.60
I 2.797 1.051 -0.073  0.05
C 0.733 -1.115 -0.006  0.35
N 0.218 -1.827 -1.068  -0.14
N 0.254 -3.106 -0.805  -0.70
C 0.766 -3.283 0.380  -0.10
N 1.065 -2.041 0.952  -0.12
H -0.646 3.131 -1.040  0.46
H 0.647 3.041 0.017  0.29
H -1.067 2.890 0.720  0.28
H -0.050 1.069 -1.641  0.39
H -1.731 0.270 0.687  0.41
H -1.806 -0.369 -0.865  0.51
H -2.459 1.141 -0.581  0.47
H 0.397 0.529 1.348  0.25
H 1.055 -4.106 0.962  0.43
H 1.458 -1.942 1.897  0.23

(7)
C6H10N | ωB97M-V with the def2-TZVPD basis set

Computed properties:
SMILES: C=[N+]=C(C)C(=C)C
Total charge: +1
Largest force on an atom in hartree/bohr: 0.1559
HOMO energy in eV: -14.12
Frontier orbital gap in eV: 7.96
Electronic energy in eV: -7863.4357

Last column: Mulliken charge in e.
Element x y z (Å)
C 2.248 0.543 -1.247  -0.21
N 1.646 -0.104 -0.345  -0.36
C 0.342 -0.083 0.619  0.83
C 0.693 0.303 1.923  -1.23
C -0.889 -0.337 -0.062  0.65
C -2.042 0.164 0.467  -0.88
C -0.768 -1.030 -1.326  -1.14
H 2.153 1.621 -1.442  0.28
H 2.941 -0.016 -1.779  0.33
H 1.628 -0.246 2.238  0.40
H -0.118 -0.038 2.616  0.38
H 1.100 1.250 2.107  0.36
H -2.874 0.018 -0.199  0.27
H -2.266 0.601 1.443  0.32
H 0.015 -0.525 -1.889  0.23
H -1.675 -1.154 -1.835  0.45
H -0.286 -2.044 -1.099  0.33

(8)
C6H10N | ωB97M-V with the def2-TZVPD basis set

Computed properties:
Total charge: +1
Largest force on an atom in hartree/bohr: 0.1220
HOMO energy in eV: -13.36
Frontier orbital gap in eV: 8.91
Electronic energy in eV: -7860.3944

Last column: Mulliken charge in e.
Element x y z (Å)
C -1.303 -0.669 0.755  -0.58
C -1.752 0.769 -0.651  -0.40
C 0.859 1.174 0.592  -0.65
C -2.512 -0.525 -0.217  -0.36
C -0.429 0.424 0.046  0.24
C 1.614 -1.031 -0.440  -1.00
N 0.891 0.230 -0.508  0.10
H -1.530 -0.505 1.810  0.38
H -0.870 -1.707 0.977  0.35
H -1.604 0.838 -1.663  0.45
H -2.159 1.566 -0.124  0.31
H 1.056 2.167 0.532  0.35
H 1.099 0.741 1.507  0.30
H 2.660 -0.724 -0.769  0.36
H 1.650 -1.427 0.589  0.36
H 1.360 -1.833 -0.958  0.42
H 0.967 0.514 -1.481  0.37

(9)
C6H10N | ωB97M-V with the def2-TZVPD basis set

Computed properties:
SMILES: C[N+]1(C)CC12C=C2
Total charge: +1
Largest force on an atom in hartree/bohr: 0.0717
HOMO energy in eV: -14.40
Frontier orbital gap in eV: 11.35
Electronic energy in eV: -7863.2011

Last column: Mulliken charge in e.
Element x y z (Å)
C 0.870 0.806 -1.300  -0.76
N -0.042 0.497 -0.270  0.20
C -1.465 0.373 -0.667  -0.86
C 0.095 0.918 1.189  -0.69
C 0.320 -0.506 0.931  0.59
C -0.090 -1.876 0.891  -0.17
C 1.170 -1.603 0.954  -0.59
H 1.599 0.010 -1.239  0.31
H 0.300 0.846 -2.291  0.31
H 1.402 1.729 -1.044  0.29
H -1.594 -0.683 -0.966  0.38
H -2.109 0.425 0.302  0.27
H -1.721 1.043 -1.519  0.36
H -0.831 1.073 1.707  0.22
H 0.851 1.602 1.460  0.31
H -0.922 -2.586 0.955  0.43
H 2.168 -2.068 0.907  0.38

(10)
C6H10N | ωB97M-V with the def2-TZVPD basis set

Computed properties:
Total charge: +1
Largest force on an atom in hartree/bohr: 0.0810
HOMO energy (alpha / beta) in eV: -14.00 / -14.00
Frontier orbital gap (alpha / beta) in eV: 6.86 / 6.86
Electronic energy in eV: -7861.3175

Last column: Mulliken charge in e.
Element x y z (Å)
C -2.366 1.854 0.269  0.41
C -1.556 1.154 -0.307  -0.67
C 2.893 0.330 -0.115  -0.52
C 1.839 0.717 0.573  -0.06
C -0.792 -1.191 -0.507  -0.33
C -0.657 0.260 -0.828  -0.27
N -1.210 -1.620 0.718  -0.45
H -2.742 2.645 0.845  0.44
H 3.784 0.354 0.393  0.27
H 2.904 0.048 -1.083  0.31
H 1.938 0.987 1.542  0.30
H -1.569 -1.384 -1.359  0.30
H 0.063 -1.692 -0.725  0.50
H 0.032 0.448 -1.650  0.51
H -1.378 -2.568 0.992  0.25
H -2.030 -1.074 1.038  0.23
H 0.845 0.733 0.203  -0.21

(11)
C6H10N | ωB97M-V with the def2-TZVPD basis set

Computed properties:
Total charge: +1
Largest force on an atom in hartree/bohr: 0.0958
HOMO energy (alpha / beta) in eV: -11.58 / -16.21
Frontier orbital gap (alpha / beta) in eV: 6.71 / 11.30
Spin multiplicity: 3
Electronic energy in eV: -7860.5512

Last column: Mulliken charge in e.
Element x y z (Å)
C 0.992 -0.243 0.066  0.48
C -0.463 0.285 0.365  -0.69
C 3.120 0.895 -0.188  -0.20
C -1.849 -0.250 -0.304  -0.17
C 0.845 -1.740 -0.102  -1.07
C -2.976 0.587 -0.019  -1.08
N 2.101 0.344 0.195  0.02
H -0.579 0.546 1.385  0.47
H -0.532 1.223 -0.090  0.46
H 3.377 0.994 -1.240  0.29
H 3.798 1.292 0.553  0.28
H 0.763 -2.129 0.846  0.37
H 1.594 -2.237 -0.660  0.41
H -0.109 -1.843 -0.624  0.34
H -3.684 -0.070 0.243  0.41
H -3.442 0.922 -1.025  0.30
H -2.955 1.423 0.600  0.38

(12)
C6H10N2 | ωB97M-V with the def2-TZVPD basis set

Computed properties:
SMILES: [H]/N=C(/N)C(=C)CC=C
Largest force on an atom in hartree/bohr: 0.1059
HOMO energy in eV: -8.96
Frontier orbital gap in eV: 9.20
Electronic energy in eV: -9360.9342

Last column: Mulliken charge in e.
Element x y z (Å)
H 0.327 2.357 0.716  0.29
N 0.973 1.686 1.133  -0.81
C 0.639 0.481 0.819  0.50
N 1.356 -0.524 1.418  -0.45
C -1.091 0.102 0.602  0.27
C -2.004 0.893 1.135  -0.92
C -1.002 -0.718 -0.621  -0.46
C 0.226 -0.139 -1.317  -0.13
C 1.165 -0.968 -1.883  -0.83
H 2.169 -0.173 1.909  0.25
H 1.483 -1.367 0.878  0.22
H -3.016 0.938 0.733  0.29
H -1.757 1.591 1.931  0.33
H -0.809 -1.758 -0.333  0.23
H -1.889 -0.651 -1.264  0.38
H 0.050 0.847 -1.744  0.31
H 2.040 -0.557 -2.376  0.27
H 1.141 -2.041 -1.737  0.29